43
Properties=species:S:1:pos:R:3:forces:R:3:lowdin_charge:R:1 method="wB97M-V/def2-TZVPD" gap_ev=10.11 homo_energy_ev=-9.9884 multiplicity=1 smiles="C=CC[C@]1(Cl)COS(=O)(=O)O1.ClC(Cl)Cl.ClC(Cl)Cl.ClC(Cl)Cl.ClC(Cl)Cl.ClC(Cl)Cl" lumo_ev=0.12
C -0.035 4.050 -0.884 -0.178 -0.363 -0.093 0.014
C -0.792 3.035 -1.282 0.081 0.338 0.310 -0.209
C -1.466 2.098 -0.300 0.665 -0.006 -0.803 -0.166
C -0.519 1.159 0.446 -0.400 -0.124 0.338 -0.763
Cl 1.061 0.920 -0.377 -0.029 0.217 -0.106 0.772
C -1.034 -0.253 0.726 0.286 0.139 -0.682 -0.200
O -0.253 -0.698 1.842 0.054 -0.202 -0.177 -0.205
S 0.296 0.512 2.696 0.327 0.754 1.254 0.518
O 1.713 0.627 2.678 -0.055 -0.365 -0.500 -0.282
O -0.324 0.533 3.975 -0.393 0.026 -0.452 -0.228
O -0.319 1.675 1.762 0.197 -0.194 0.042 -0.187
H 0.330 4.056 0.135 -0.289 0.494 0.199 0.070
H 0.249 4.848 -1.551 0.460 -0.136 -0.147 0.060
H -0.963 2.847 -2.333 -0.368 0.242 -0.098 0.092
H -2.186 1.524 -0.882 0.150 0.008 0.436 0.023
H -1.989 2.704 0.433 -0.129 -0.151 0.199 0.134
H -0.800 -0.835 -0.159 -0.029 -0.478 0.208 0.103
H -2.095 -0.321 0.946 -0.078 0.219 0.263 0.123
C 2.686 -0.405 -4.594 0.013 -0.005 0.053 -1.537
Cl 1.552 0.737 -3.866 0.393 0.179 -0.099 0.478
Cl 4.338 -0.039 -4.109 0.005 0.008 -0.007 0.540
Cl 2.258 -2.063 -4.171 -0.018 -0.008 -0.012 0.524
H 2.619 -0.305 -5.669 -0.006 0.001 -0.027 0.013
C 2.211 3.215 4.836 0.014 -0.074 -0.054 -1.548
Cl 0.627 3.966 4.638 -0.013 0.002 -0.016 0.542
Cl 3.498 4.412 4.676 0.004 -0.002 -0.002 0.530
Cl 2.321 2.376 6.383 -0.015 0.058 0.042 0.521
H 2.332 2.478 4.052 0.010 -0.008 0.002 -0.019
C -2.737 -1.099 -3.143 0.063 0.065 -0.197 -1.532
Cl -3.362 -0.332 -1.673 -0.341 -0.361 -0.180 0.609
Cl -3.853 -0.872 -4.485 -0.006 -0.028 0.040 0.545
Cl -1.136 -0.467 -3.535 -0.382 -0.166 0.165 0.509
H -2.650 -2.160 -2.945 0.004 0.173 -0.069 -0.100
C 2.915 -2.465 4.852 -0.047 0.185 -0.197 -1.531
Cl 2.804 -0.798 5.387 0.132 0.028 0.263 0.544
Cl 1.681 -2.750 3.621 -0.027 -0.237 -0.037 0.556
Cl 4.525 -2.832 4.227 -0.005 -0.036 0.019 0.528
H 2.724 -3.119 5.691 -0.028 -0.023 0.010 0.012
C -3.198 -5.295 -3.597 -0.032 0.070 -0.077 -1.524
Cl -2.372 -4.466 -4.915 0.023 0.002 -0.001 0.543
Cl -3.056 -4.362 -2.100 -0.037 -0.220 0.166 0.566
Cl -4.887 -5.587 -3.991 0.002 -0.005 0.005 0.546
H -2.715 -6.249 -3.439 0.022 -0.016 0.020 0.013